DFT (wB97M-V/def2-TZVPD) results for a structure of composition C46H43ClMgN5O5Si.

Cartesian coordinates (Å):
Mg  0.67155  0.30430  0.55126
C  1.45288  -2.87893  1.24868
N  1.35504  -1.94044  0.12611
C  2.55785  -1.80067  -0.68276
C  3.41986  -0.77109  -0.02488
N  2.89041  0.25868  0.56799
C  3.93226  0.94694  1.16226
C  3.91080  2.09197  1.95327
C  5.12498  2.56041  2.41891
C  6.33029  1.91263  2.11125
C  6.36276  0.76957  1.33220
C  5.14035  0.29996  0.86768
N  4.77680  -0.80184  0.10373
C  1.05184  -2.24881  2.54798
N  1.79801  -1.37750  3.16812
C  1.03744  -0.96307  4.25127
C  1.31479  -0.01215  5.22984
C  0.34258  0.23663  6.18032
C  -0.88923  -0.43650  6.16292
C  -1.17867  -1.38848  5.20379
C  -0.19033  -1.64105  4.25917
N  -0.13217  -2.49858  3.17968
H  2.49407  -3.18434  1.36935
H  0.87223  -3.78609  1.06057
H  0.54536  -2.04267  -0.48024
H  2.22888  -1.40795  -1.64587
H  3.10186  -2.74138  -0.83884
H  2.96404  2.56107  2.19054
H  5.15106  3.44705  3.03991
H  7.25859  2.31420  2.49841
H  7.29559  0.26886  1.10420
H  5.38237  -1.50545  -0.27567
H  2.25228  0.52957  5.21513
H  0.52210  0.98281  6.94497
H  -1.63450  -0.19284  6.91071
H  -2.13687  -1.89288  5.17399
H  -0.92937  -2.93674  2.74485
Cl  -2.98138  6.08321  2.95853
C  -1.89727  4.73693  2.69214
C  -1.44501  3.99335  3.79809
C  -0.59523  2.93969  3.62790
C  -0.14650  2.53364  2.32914
O  0.64391  1.53946  2.20171
C  -0.61224  3.32601  1.22919
C  -0.15837  3.07371  -0.10252
O  0.59992  2.16343  -0.45374
C  -1.48663  4.41197  1.43469
H  -1.79005  4.26450  4.78867
H  -0.26557  2.34255  4.46993
H  -0.49903  3.78933  -0.87271
H  -1.82782  4.98488  0.57945
C  -2.57515  1.30673  -1.69392
C  -2.40045  0.14279  -2.68100
C  -2.95225  -1.11244  -1.99172
C  -3.21490  0.45631  -3.93798
Si  -0.50881  -0.10010  -2.90715
O  0.20162  -0.35546  -1.51536
C  0.24805  1.37669  -3.84108
C  -0.25640  1.85932  -5.05322
C  0.35061  2.90890  -5.73079
C  1.49648  3.49757  -5.21115
C  2.02709  3.02409  -4.01950
C  1.40817  1.97641  -3.34663
C  -0.14487  -1.55372  -4.09265
C  1.20501  -1.86263  -4.29883
C  1.60835  -2.89985  -5.12724
C  0.65633  -3.66825  -5.78732
C  -0.68841  -3.38110  -5.60889
C  -1.07688  -2.33739  -4.77413
H  -3.62936  1.40636  -1.40690
H  -2.25738  2.25608  -2.13899
H  -2.00355  1.13879  -0.78077
H  -3.98716  -0.94092  -1.66707
H  -2.35944  -1.34665  -1.10453
H  -2.95178  -1.99209  -2.64362
H  -4.28689  0.44944  -3.69854
H  -3.05718  -0.26015  -4.74813
H  -2.98007  1.45109  -4.32346
H  -1.13436  1.39725  -5.49210
H  -0.06698  3.26424  -6.66599
H  1.97321  4.31832  -5.73447
H  2.92253  3.47568  -3.60651
H  1.80618  1.62985  -2.40123
H  1.96533  -1.25913  -3.80837
H  2.66390  -3.10530  -5.26633
H  0.96216  -4.47878  -6.43809
H  -1.44159  -3.97026  -6.11973
H  -2.13579  -2.14531  -4.65185
O  -2.59890  0.74976  2.01238
C  -2.17401  -0.33780  1.63563
O  -1.06202  -0.58743  1.05835
C  -3.04087  -1.57294  1.88425
C  -4.13478  -1.48110  2.73697
C  -4.91331  -2.59830  3.00513
C  -4.61381  -3.81785  2.41018
C  -3.53360  -3.91423  1.54299
C  -2.75064  -2.79568  1.28415
H  -4.34714  -0.51510  3.17938
H  -5.75986  -2.51888  3.67732
H  -5.22518  -4.68855  2.61605
H  -3.30652  -4.85838  1.06106
H  -1.91122  -2.84772  0.60016

Output
HOMO, eV: -4.85
Net charge: -1
Lowest unoccupied orbital energy, hartree: 0.0775
HOMO-LUMO gap, eV: 7.0
Energy, eV: -91944.4273
Strongest force on any atom, Eh/bohr: 0.0149

***

DFT (wB97M-V/def2-TZVPD) results for the molecule C4H12N2O in a non-equilibrium geometry.

Cartesian coordinates (Å):
C  -1.17763  -1.29763  1.36539
C  0.09285  -0.32149  1.20616
O  1.11500  -1.30714  1.03497
C  0.00660  0.72894  0.09783
N  1.37480  1.14288  -0.20905
C  -0.67930  0.04361  -1.11219
N  -0.78349  0.87320  -2.32867
H  -1.15436  -1.95563  0.50194
H  -1.14841  -1.74981  2.37213
H  -2.17295  -0.77790  1.30931
H  0.35369  0.10702  2.19324
H  1.84345  -0.89976  0.53778
H  -0.62347  1.55435  0.47183
H  1.25498  1.88692  -0.88088
H  1.94490  1.35445  0.59879
H  -1.62362  -0.43370  -0.88622
H  0.02550  -0.80211  -1.37381
H  -1.50541  1.56026  -2.15338
H  0.09101  1.29896  -2.59025

Output
HOMO, eV: -9.11
Net charge: 0
Lowest unoccupied orbital energy, hartree: 0.0327
HOMO-LUMO gap, eV: 10.0
Energy, eV: -9369.6158
Strongest force on any atom, Eh/bohr: 0.0562
Structure (SMILES): C[C@@H](O)[C@@H](N)CN

***

DFT (wB97M-V/def2-TZVPD) results for a structure of composition C21H16N7O6RuS.

Cartesian coordinates (Å):
Ru  0.03177  0.17307  0.58871
O  2.06947  -0.77000  3.94386
C  1.37869  -0.68677  2.95438
O  1.23592  0.35817  2.19244
C  0.56027  -1.87544  2.50047
C  0.51042  -3.09459  3.14373
C  -0.29251  -4.09542  2.60870
C  -1.02273  -3.84694  1.45463
C  -0.92241  -2.59980  0.86664
N  -0.14180  -1.66280  1.39086
C  -1.66572  -2.13728  -0.37126
O  -2.39151  -2.90698  -0.97023
O  -1.37426  -0.92245  -0.69831
H  1.09771  -3.22749  4.04123
H  -0.35122  -5.06102  3.09289
H  -1.67100  -4.58046  0.99664
N  -0.67777  1.23235  -1.87194
N  0.10699  0.70044  -2.88627
C  1.05104  -0.24295  -2.64278
N  1.52974  -0.83949  -3.73790
N  1.43174  -0.44641  -1.37620
N  2.39981  -1.39667  -1.12923
O  3.06039  -1.92049  -2.02692
O  2.58049  -1.64125  0.03988
H  -1.55803  0.73222  -1.79497
H  -0.76232  2.23278  -1.97037
H  -0.27143  0.70709  -3.82264
H  1.04818  -0.72627  -4.61170
H  2.24008  -1.54548  -3.61667
S  0.03909  4.63142  1.41681
C  1.44128  4.38942  0.42107
C  2.41003  5.31599  0.05722
C  3.46341  4.88187  -0.72437
C  3.54807  3.54629  -1.12704
C  2.58272  2.62701  -0.76745
C  1.50909  3.05299  0.01106
N  0.44741  2.27848  0.45935
C  -0.37079  2.96564  1.21637
C  -1.50327  2.29768  1.80328
C  -2.53080  2.96435  2.47034
C  -3.60408  2.24303  2.95335
C  -3.63803  0.86487  2.75748
C  -2.60945  0.20858  2.09759
C  -1.50607  0.90521  1.60308
H  2.34540  6.34538  0.38314
H  4.23521  5.58073  -1.01716
H  4.39187  3.22311  -1.72200
H  2.65700  1.58935  -1.05685
H  -2.49093  4.03970  2.60461
H  -4.41128  2.74103  3.47305
H  -4.48122  0.29396  3.12639
H  -2.68139  -0.86495  1.97106

Output
HOMO (alpha / beta), eV: -8.18 / -7.92
Net charge: 0
Lowest unoccupied orbital energy (alpha / beta), hartree: -0.0044 / -0.0130
HOMO-LUMO gap (alpha / beta), eV: 8.1 / 7.6
Energy, eV: -58168.5397
Strongest force on any atom, Eh/bohr: 0.0127
Multiplicity: 2
Expectation value of S²: 0.75

***

DFT (wB97M-V/def2-TZVPD) results for a cluster of 40 separate species, H80O40 in total in a non-equilibrium geometry.

Cartesian coordinates (Å):
H  -3.20660  4.96390  -2.72510
H  -2.02936  4.30371  -3.14108
O  -2.49186  4.46200  -2.30554
H  2.92402  1.35603  -5.06896
H  1.54406  1.05945  -4.54763
O  2.31967  1.58298  -4.35402
H  1.37758  -1.63305  4.12797
H  0.24121  -2.09084  5.15607
O  1.13437  -1.77845  5.03868
H  -4.03050  -2.16396  4.64642
H  -5.42238  -2.01422  3.97798
O  -4.50052  -2.23561  3.81644
H  -1.06943  -1.17847  -2.90432
H  -0.90443  -2.49670  -2.06278
O  -1.33332  -2.10790  -2.84241
H  4.23991  2.97523  2.95264
O  4.76945  2.26793  2.51648
H  3.33624  5.39341  -3.31499
O  3.14007  4.87497  -4.09637
H  1.79890  0.05531  5.78670
H  2.27532  1.62309  5.89270
O  2.34976  0.72288  6.19982
H  -2.48251  -3.73964  4.33831
H  -1.34387  -3.69028  3.37876
O  -2.03297  -4.29483  3.69443
H  -0.79383  0.61453  -6.25134
H  0.43429  0.42128  -5.30755
O  -0.14285  1.04157  -5.69645
H  0.50066  4.93887  2.36746
H  1.67399  5.31622  3.21136
O  0.96550  4.68194  3.17059
H  3.69372  -0.22734  -4.20445
O  3.69010  -0.99084  -4.79030
H  -6.67432  -2.05693  0.55543
H  -6.22877  -2.81210  2.02136
O  -6.38357  -2.06792  1.45541
H  1.09486  2.33796  3.80932
H  1.47141  2.02758  2.37327
O  1.87222  2.23666  3.23734
H  3.18570  -0.51174  -1.40335
H  3.83655  -0.05572  -0.28355
O  3.48923  -0.90827  -0.58100
H  3.58064  1.76985  -0.55159
H  4.44639  2.51049  -1.58445
O  4.07889  1.65273  -1.36110
H  -2.66028  2.23438  0.63040
H  -4.03072  1.82136  0.97035
O  -3.12057  1.68217  1.27548
H  1.12124  0.65265  -2.02707
H  0.26351  0.24018  -0.72352
O  1.08974  0.56698  -1.08328
H  -2.24948  -5.22164  0.20593
O  -2.03810  -5.41366  1.11184
H  1.98202  -2.59000  -0.47191
H  1.77526  -3.72835  -1.51635
O  1.73950  -2.77656  -1.38628
H  1.05054  -4.25738  2.16687
O  0.13801  -3.91110  2.11619
H  -0.44989  -2.92060  0.04417
H  -1.93699  -2.50602  -0.21997
O  -1.03639  -2.18647  -0.21944
H  -3.67969  0.66736  -3.92974
H  -3.99967  1.44389  -2.66294
O  -3.59103  1.53830  -3.53046
H  2.32150  -5.27988  2.87182
H  2.76849  -4.69892  1.58836
O  2.37955  -5.51852  1.93617
H  3.26525  3.98245  1.91494
H  3.17815  4.88414  3.26532
O  3.66393  4.61166  2.49971
H  3.87228  -0.20844  2.26910
H  2.59826  0.62475  3.01699
O  2.98532  -0.16637  2.61520
H  -2.17544  -0.28527  2.89881
H  -1.56522  0.21162  4.16450
O  -1.69969  -0.61666  3.66611
H  -2.70878  -3.54715  -3.30515
H  -2.88937  -3.78502  -4.87215
O  -3.27535  -3.89093  -4.00440
H  -5.41078  -0.50021  -0.47087
H  -4.20467  -0.90610  -1.04980
O  -4.83569  -0.18709  -1.19080
H  -1.51847  0.88237  -2.87373
H  -0.51827  0.07532  -3.86870
O  -0.56842  0.52895  -3.02179
H  -1.68401  -1.77729  -4.91678
H  -2.74790  -0.84754  -5.75440
O  -1.84438  -1.12985  -5.61667
H  -0.04329  3.22272  -3.02118
O  0.48542  2.93360  -2.26195
H  -3.99708  1.21113  2.88930
H  -4.65353  0.11006  3.82099
O  -4.48806  1.04541  3.69686
H  -2.89159  -5.27258  1.54107
H  5.65215  2.49790  2.82607
H  -0.30970  -4.66624  1.69163
H  2.29733  4.44289  -3.98337
H  4.27306  -0.75740  -5.51065
H  0.95058  2.26852  -2.78885
O  -0.84958  1.87762  3.44941
H  -0.31926  1.52247  2.71847
H  -1.59085  2.33755  3.05017
O  2.21271  4.78727  -1.44552
H  2.98658  4.21505  -1.52642
H  1.55480  4.05216  -1.47094
O  0.26346  -0.34649  1.66367
H  1.19080  -0.57500  1.85221
H  -0.22491  -1.13934  1.43717
O  0.77037  2.38497  0.67452
H  0.22958  2.82052  -0.00619
H  1.24634  2.00578  -0.15034
O  3.36183  -3.02063  3.03014
H  3.57811  -2.16157  3.42129
H  3.69269  -3.55562  3.73610
O  0.77547  -2.49383  -4.50514
H  1.31783  -2.82411  -3.79064
H  1.35566  -2.38711  -5.26491
O  -2.33251  0.39874  -1.29397
H  -2.16397  -0.10680  -0.48542
H  -2.47729  1.24511  -0.85226

Output
HOMO, eV: -10.23
Net charge: 0
Lowest unoccupied orbital energy, hartree: -0.0212
HOMO-LUMO gap, eV: 9.7
Energy, eV: -83196.7689
Strongest force on any atom, Eh/bohr: 0.0546